C16H23ClN2O3S | ωB97M-V with the def2-TZVPD basis set

Geometry (Å):
H (-1.85648, 1.80867, -1.73482)
H (-1.60074, 4.44435, -1.22800)
S (1.28686, -3.32116, 0.13878)
N (2.34415, -2.92295, 1.33443)
H (-0.44275, -1.13176, 0.75562)
H (4.30804, -2.36378, 1.68187)
H (1.46776, -0.47713, 2.24585)
H (-4.24546, 1.55290, -1.14888)
H (-5.51474, 3.21876, -2.27286)
C (1.85793, -2.57347, 2.64691)
C (4.21995, -4.52111, 1.46649)
H (-4.88594, 2.35768, 0.27745)
Cl (0.60336, 2.33705, -2.48296)
C (3.75664, -3.11207, 1.10557)
H (3.68065, -5.23957, 0.85571)
H (-2.67977, 2.98288, 0.82756)
H (-3.81684, 5.27909, -2.48733)
O (0.04474, -3.73428, 0.72138)
C (1.76652, -1.39462, -1.78159)
H (1.62477, -0.88330, 3.95475)
C (1.02460, -1.73565, -0.66683)
C (-2.63705, 4.29718, -0.92788)
C (-0.97147, 1.36582, 0.05064)
H (5.28590, -4.62275, 1.27999)
C (1.61644, -0.13811, -2.34187)
H (3.93494, -2.93461, 0.04364)
N (-1.87594, 1.96829, -0.73964)
C (-4.84274, 3.61000, -1.51086)
H (3.06114, -0.79442, 2.93517)
H (2.38429, -3.16880, 3.40108)
H (2.44439, -2.12002, -2.20205)
H (0.80452, -2.85576, 2.66380)
C (-2.83980, 2.93145, -0.25134)
H (-2.91053, 5.09200, -0.23400)
O (-0.90485, 1.51468, 1.25371)
H (-5.39463, 4.33338, -0.90957)
H (2.19099, 0.15132, -3.20806)
H (4.02593, -4.73393, 2.51487)
C (2.01377, -1.08644, 2.96078)
C (-4.27792, 2.50249, -0.61312)
C (-0.03892, 0.42162, -0.66136)
O (1.94459, -4.18408, -0.79841)
C (0.13376, -0.84336, -0.10929)
C (0.72166, 0.76197, -1.77897)
H (-3.20430, 3.67987, -2.92146)
C (-3.60743, 4.28167, -2.10489)

Computed properties:
Energy above the lowest of the compared OMol25 structures with the same formula, charge and spin, kcal per mole: 8.7
E_LUMO, eV: 0.5
F_max, eV Å⁻¹: 1.1
HOMO level, eV: -9.2
Charge: 0
E_tot, eV: -49446.090
SMILES: CCN(CC)S(=O)(=O)c1ccc(Cl)c(C(=O)NC2CCCC2)c1
Gap between HOMO and LUMO, eV: 9.65

C6H12O | ωB97M-V with the def2-TZVPD basis set

Geometry (Å):
H (0.55198, 2.33287, -1.68743)
H (-0.77627, 0.79538, -0.26622)
C (0.09250, 2.69741, -0.76266)
H (-0.51380, 1.84748, 1.15076)
H (0.98816, -1.78620, 1.03961)
H (-0.62597, -0.40390, 2.21160)
O (1.16867, 0.91631, 0.40509)
C (1.19363, -0.32888, -0.05592)
H (-1.92687, -1.14265, 1.10382)
H (-0.95115, -1.81498, -1.37267)
C (-0.26629, -2.33263, -0.69190)
C (0.13243, -1.38650, 0.42900)
H (0.59850, -2.66280, -1.27643)
H (2.23106, -0.67843, -0.13264)
C (-0.10949, 1.53649, 0.18146)
H (-0.87448, 3.15033, -1.00819)
C (-0.87437, -0.98730, 1.32973)
H (-0.77850, -3.20926, -0.28186)
H (0.74025, 3.45728, -0.31517)

Computed properties:
Energy above the lowest of the compared OMol25 structures with the same formula, charge and spin, kcal per mole: 104.0
E_LUMO (spin up / spin down), eV: 0.8 / 0.5
F_max, eV Å⁻¹: 2.3
HOMO level (spin up / spin down), eV: -7.6 / -6.9
Charge: 0
E_tot, eV: -8459.843
Gap between HOMO and LUMO (spin up / spin down), eV: 8.34 / 7.39

C11H5AsCoF12NO5S7 | ωB97M-V with the def2-TZVPD basis set

Geometry (Å):
H (-3.77230, -2.47963, 0.54278)
C (-1.23917, -4.36554, 1.74789)
S (0.52709, -0.76804, 2.23342)
F (1.23714, -3.03949, -0.72512)
F (-0.96878, 4.59862, -0.30614)
S (2.24118, 2.04070, 1.50658)
F (-1.23223, -2.93227, -2.10526)
H (0.63978, -3.59461, 2.45142)
N (1.15401, -0.89986, -2.79583)
C (-1.29281, -1.94696, -2.99316)
F (1.43269, 4.37851, -0.44947)
C (0.83022, 5.33700, 3.69625)
H (-3.17331, -4.84969, 0.94351)
O (2.10238, -0.13625, -0.55776)
O (-0.58945, -0.42256, -1.01802)
F (3.31403, -2.74575, -0.19358)
S (-0.71200, 4.49956, 3.37436)
S (2.34621, -0.90253, -1.77430)
C (-1.91901, -1.72042, 1.29679)
F (-0.83846, -2.39183, -4.16262)
As (0.11542, 4.01147, -1.53007)
C (-0.33737, -3.35465, 2.05019)
H (-2.19052, -0.68726, 1.12129)
C (1.40822, 3.20212, 2.25222)
F (0.25680, 5.55716, -2.26101)
F (-2.56691, -1.58682, -3.14064)
C (2.42242, -2.64095, -1.17549)
F (1.22453, 3.28462, -2.61444)
S (-1.04762, 2.01066, 1.94011)
S (2.24512, 4.53859, 2.96932)
Co (0.44977, 0.72722, 0.51296)
O (3.59538, -0.69908, -2.43000)
H (-0.96326, -5.39906, 1.92305)
F (-0.02698, 2.40356, -0.70921)
S (-0.32748, -0.46765, -2.44834)
C (-0.06491, 3.18452, 2.45163)
C (-2.81139, -2.73211, 0.97587)
O (-0.80207, 0.57829, -3.28576)
F (2.79429, -3.44212, -2.17558)
O (0.90140, 6.33568, 4.34345)
C (-0.66487, -2.01773, 1.82917)
C (-2.47764, -4.06089, 1.20156)
F (-1.21952, 3.59546, -2.51202)

Computed properties:
Multiplicity: 2
Energy above the lowest of the compared OMol25 structures with the same formula, charge and spin, kcal per mole: 18.2
E_LUMO (spin up / spin down), eV: -0.6 / -0.6
F_max, eV Å⁻¹: 0.5
HOMO level (spin up / spin down), eV: -5.6 / -5.7
Charge: -1
E_tot, eV: -230143.713
Gap between HOMO and LUMO (spin up / spin down), eV: 5.06 / 5.16

C4H7N3O | ωB97M-V with the def2-TZVPD basis set

Geometry (Å):
N (1.77671, -1.33354, -1.05760)
O (-2.80892, -0.50859, -0.84445)
C (-0.74988, 0.86365, -0.69015)
N (1.06394, 0.38511, 0.76762)
N (-1.74079, -0.60333, 1.16356)
C (2.03427, -0.62613, 0.05134)
H (0.88512, 2.01226, -0.54426)
H (-2.74899, -1.27675, 1.57002)
C (0.38889, 1.16349, -0.22209)
C (-1.88892, -0.13500, -0.18261)
H (-0.57083, -0.96631, 1.47163)
H (0.67386, -0.85111, -1.12887)
H (3.22828, -0.57615, 0.22891)
H (1.62508, 1.15158, 1.33263)
H (-1.16782, 1.30081, -1.91567)

Computed properties:
Energy above the lowest of the compared OMol25 structures with the same formula, charge and spin, kcal per mole: 145.7
E_LUMO, eV: 0.4
F_max, eV Å⁻¹: 9.0
HOMO level, eV: -9.7
Charge: 0
E_tot, eV: -10773.427
Gap between HOMO and LUMO, eV: 10.11

C3H14NO3 | ωB97M-V with the def2-TZVPD basis set

Geometry (Å):
O (-0.16199, -2.16440, -2.85744)
C (0.71797, 1.26351, 0.03897)
H (-0.91389, -2.09087, -3.44685)
H (1.10968, -0.31795, 3.74677)
H (0.44910, -2.78937, -3.30501)
H (-0.54367, -0.44996, 0.21969)
C (0.69882, 1.34126, -1.47758)
O (-0.57896, -1.99793, -0.26308)
H (0.74807, 2.24349, 0.51374)
H (-0.19385, 1.84636, -1.84352)
N (-0.46517, 0.55256, 0.53533)
H (0.18876, 0.68245, 4.34784)
H (-1.20611, 2.07976, 1.65590)
H (-2.15452, 0.45650, 1.63346)
H (1.59015, 1.86719, -1.81293)
H (1.58993, 0.71531, 0.39710)
H (-0.38181, -2.21364, -1.17933)
C (-1.32046, 1.06106, 1.31058)
H (0.71865, 0.34436, -1.92163)
H (-0.36395, -2.78266, 0.21987)
O (0.47325, 0.35297, 3.48812)

Computed properties:
Energy above the lowest of the compared OMol25 structures with the same formula, charge and spin, kcal per mole: 8.3
E_LUMO, eV: -3.6
F_max, eV Å⁻¹: 1.2
HOMO level, eV: -15.2
Charge: +1
E_tot, eV: -10964.648
Gap between HOMO and LUMO, eV: 11.60

C5H5NO2 | ωB97M-V with the def2-TZVPD basis set

Geometry (Å):
H (0.51721, -0.16442, 0.69612)
N (0.95852, -0.79965, -1.80745)
C (-1.31836, -0.75837, -0.68958)
O (2.86881, 0.65383, -0.32092)
C (-0.32734, -0.13166, 1.42093)
C (-1.46890, -0.43295, 0.56462)
H (-2.51073, -0.25899, 0.99398)
C (-0.04588, -0.71989, -1.23494)
H (-0.15356, -1.06037, 2.08042)
O (1.75303, 2.26760, -1.45190)
H (-0.40282, 0.77791, 1.98075)
C (2.35704, 1.47507, -0.94718)
H (-2.22702, -0.84810, -1.28485)

Computed properties:
Energy above the lowest of the compared OMol25 structures with the same formula, charge and spin, kcal per mole: 22.1
E_LUMO, eV: 0.7
F_max, eV Å⁻¹: 5.2
HOMO level, eV: -10.3
Charge: 0
E_tot, eV: -10850.358
SMILES: C/C=C\C#N.O=C=O
Gap between HOMO and LUMO, eV: 10.90

CH9NOSi2 | ωB97M-V with the def2-TZVPD basis set

Geometry (Å):
H (-1.37678, 1.79274, -0.39759)
H (1.42226, 1.51380, -0.60811)
H (-0.77567, -2.26177, 1.01405)
H (-2.65909, 0.70078, -0.97572)
N (1.25355, -0.98784, 0.01299)
C (-2.08301, 1.01400, -0.09963)
H (-0.80534, -1.67010, -1.38588)
O (-1.43233, -0.06848, 0.47516)
Si (2.14322, 0.48804, 0.15030)
H (1.79932, -1.83142, 0.06392)
Si (-0.46927, -1.27283, -0.01307)
H (2.28639, 0.92491, 1.54565)
H (3.46610, 0.23818, -0.42884)
H (-2.76936, 1.42000, 0.64680)

Computed properties:
Energy above the lowest of the compared OMol25 structures with the same formula, charge and spin, kcal per mole: 0.0
E_LUMO, eV: 0.9
F_max, eV Å⁻¹: 0.8
HOMO level, eV: -9.6
Charge: 0
E_tot, eV: -20477.135
SMILES: CO[SiH2]N[SiH3]
Gap between HOMO and LUMO, eV: 10.42

C50H61MnN6O6P2S3 | ωB97M-V with the def2-TZVPD basis set

Geometry (Å):
H (5.66115, 4.79267, -0.31953)
H (2.57112, -5.87004, 1.60189)
P (0.97908, -3.81948, -0.17849)
C (0.18606, 4.70138, -3.58501)
C (-0.53839, 0.74267, 4.17588)
H (1.27424, -0.99789, -5.09877)
C (-4.99665, 3.44191, -0.91516)
H (0.71098, -1.76785, -2.78843)
H (3.26881, 5.50077, -0.14063)
C (-0.73170, 4.14513, 2.24800)
P (0.77016, 3.09244, 0.08601)
C (-2.19090, 1.64539, 5.61210)
H (1.55982, -0.24159, -2.65848)
S (-1.36923, 1.90460, -0.43028)
H (2.52234, -2.06532, 1.46954)
H (6.26610, 2.42350, -0.29023)
H (0.67321, 0.96079, 7.33928)
C (0.64012, -0.69894, -3.02519)
H (-1.88638, -1.65566, -2.58361)
C (-0.84780, 5.61654, -3.41988)
H (-2.17225, -5.81699, 0.14693)
H (3.58619, -3.49116, 1.41011)
C (-3.54130, 2.76234, -2.71796)
C (-5.82280, 3.48619, -3.14982)
H (0.87490, -6.93451, 0.20543)
H (-1.90576, -5.40110, -1.96245)
C (-1.32688, -5.21218, 0.48905)
C (0.12756, 4.19812, -1.22369)
C (-0.89059, 5.13238, -1.05825)
C (-2.04370, -1.52497, 0.21696)
C (-0.95300, -4.86590, -1.91265)
H (0.05379, 4.58714, 5.51485)
C (-1.30453, 1.54507, 6.68305)
O (2.94265, 0.75796, 4.74319)
H (2.12452, -5.28094, 3.19882)
C (2.57886, 3.46854, -0.10139)
H (-4.39846, 2.92270, -4.66396)
C (2.13148, -4.38168, -2.66611)
C (-0.87413, 4.50802, 3.58057)
C (4.87757, 4.04763, -0.25923)
H (-6.97440, 4.07875, -1.41961)
H (1.49128, 3.29836, -2.61872)
C (1.63380, 1.46491, -0.10743)
C (-0.24022, -5.22507, -0.59764)
C (0.08569, 0.18874, 2.92965)
H (-0.50834, -7.34968, -0.80035)
H (-1.58881, 4.23193, 1.60017)
C (0.33679, 0.65430, 5.23480)
H (-1.62256, 1.86604, 7.66782)
H (-1.82311, 4.90997, 3.91319)
N (1.32851, -0.23384, 3.06962)
H (0.76346, -3.07723, 3.47892)
C (1.45572, -3.96989, 1.64449)
H (0.62264, 4.54461, -4.56512)
C (0.51381, -0.46771, -4.52516)
C (0.46735, 3.60628, 1.79941)
O (1.92890, -1.43199, 5.21130)
H (2.67534, -1.91934, -1.09040)
H (4.09594, -2.73783, -0.44092)
C (-1.81761, 1.24181, 4.33543)
C (0.67357, 4.00233, -2.49334)
C (1.35730, 3.74404, 4.03562)
C (-0.01887, 1.03964, 6.51098)
H (-2.54669, -0.06549, -2.18016)
H (-0.87191, -1.98480, -4.66498)
C (1.50581, 3.38319, 2.70699)
H (-2.48234, 1.32874, 3.48293)
H (-1.33872, 5.30401, -0.09025)
C (3.34305, -2.77302, -1.22556)
H (2.96450, -6.20205, -0.71134)
O (-4.86069, 5.05800, 1.16759)
H (-1.23525, 6.16251, -4.27101)
H (-1.68977, -4.20293, 0.67969)
C (5.21718, 2.69625, -0.25464)
O (-0.61494, 0.16404, 1.89238)
H (-0.45967, -4.10275, 2.71709)
C (2.92029, 2.10032, -0.15066)
H (1.38038, -3.66863, -3.00962)
C (0.32341, -6.64512, -0.68860)
H (2.85741, -2.97142, 2.93042)
H (4.27165, -5.36172, -1.54090)
C (-1.95744, -0.28446, -4.23776)
H (0.90686, -6.02760, 2.17535)
N (-3.43120, 2.97927, 1.00045)
H (-2.56113, 2.45692, -3.07512)
S (1.80808, -0.12189, 4.61227)
C (-6.02797, 3.70140, -1.78848)
H (3.97172, -5.04510, 0.16161)
C (-1.37312, 5.83431, -2.15547)
N (-0.47726, -0.16414, -2.28656)
C (1.78031, -5.37428, 2.16452)
S (-4.89359, 3.64635, 0.83226)
C (-3.75390, 2.92351, -1.33346)
H (2.43450, 2.92756, 2.38623)
H (3.86314, -2.66377, -2.18293)
H (-2.17971, 6.54228, -2.01374)
H (-0.94802, -0.96790, -5.96158)
H (1.73182, -5.38579, -2.79775)
H (-0.37416, -5.14216, -2.79380)
C (3.48243, -5.24568, -0.78963)
O (-5.92287, 2.88260, 1.50621)
C (0.17079, 4.31778, 4.47217)
C (2.68597, -3.07109, 1.85644)
C (-1.77693, -0.57740, -2.75998)
C (4.25892, 1.68847, -0.19572)
C (0.33342, -3.38239, 2.52098)
N (-0.83370, -1.00283, -4.95213)
H (-2.90331, -0.63668, -4.64713)
H (-0.44277, 0.84602, -2.16054)
H (-1.83239, 0.77759, -4.44919)
H (-0.97767, -5.63990, 1.42727)
N (0.39687, -2.44610, -0.57145)
C (-2.92158, 2.65491, -0.20664)
H (-1.15464, -3.79227, -1.93474)
N (-3.18784, -1.87263, 0.18395)
H (3.01055, -4.29232, -3.31141)
C (2.55788, -4.10080, -1.21605)
H (4.53253, 0.64188, -0.16673)
H (-3.80655, -2.12446, 0.94323)
Mn (-0.32599, -0.80362, 0.10573)
C (-4.56708, 3.03877, -3.59778)
H (-6.61813, 3.67399, -3.85937)
H (0.97756, -6.78332, -1.54883)
H (-0.11414, -2.49550, 2.07441)
H (2.16854, 3.55281, 4.72788)
H (0.52036, 0.59096, -4.78594)
O (1.31709, 0.23523, -0.11378)
C (3.53090, 4.44913, -0.16845)
H (-3.18326, 2.04634, 5.77666)

Computed properties:
Multiplicity: 6
Energy above the lowest of the compared OMol25 structures with the same formula, charge and spin, kcal per mole: 76.8
E_LUMO (spin up / spin down), eV: 0.6 / 0.6
F_max, eV Å⁻¹: 0.6
HOMO level (spin up / spin down), eV: -2.3 / -4.3
Charge: -1
E_tot, eV: -156466.957
Gap between HOMO and LUMO (spin up / spin down), eV: 2.94 / 4.91